# 1
Formula: C7H8NaO7
Source: OMol25
Level of theory: ωB97M-V/def2-TZVPD

Cartesian coordinates (Å):
O  -0.414  -0.941  -2.165
C  -1.464  -1.591  -2.301
O  -1.973  -2.407  -2.977
Na  -2.572  -1.288  2.532
O  -1.376  0.263  1.025
O  0.756  -0.487  0.963
C  0.820  -0.844  2.361
C  0.308  -2.259  2.620
O  -1.044  -2.405  2.482
C  -0.314  0.058  0.446
H  1.885  -0.758  2.610
H  0.249  -0.102  2.937
H  0.670  -2.495  3.649
H  0.887  -2.933  1.946
O  1.177  0.879  -1.187
C  1.185  2.010  -2.072
C  -0.196  2.608  -1.841
O  -0.950  1.482  -1.368
C  -0.103  0.513  -0.968
H  2.005  2.670  -1.777
H  1.328  1.657  -3.101
H  -0.667  2.986  -2.753
H  -0.197  3.382  -1.062

gap between HOMO and LUMO (alpha / beta)	5.9 / 7.3	eV
spin multiplicity	2

Atom charges from the Mulliken analysis, given in e for atoms 1 to 5: -0.413, 0.314, -0.415, 0.973, -0.658

# 2
Formula: C7H8O
Source: OMol25
Level of theory: ωB97M-V/def2-TZVPD

Cartesian coordinates (Å):
O  1.088  -2.432  0.168
C  0.959  -1.476  0.870
C  -0.366  -1.052  1.227
C  -0.734  0.144  0.381
C  -0.707  -0.136  -1.165
C  0.048  0.768  -1.818
C  0.672  1.627  -0.813
C  0.271  1.268  0.386
H  1.772  -0.937  1.206
H  -0.614  -0.873  2.293
H  -1.030  -1.800  0.989
H  -1.715  0.584  0.592
H  -1.447  -0.830  -1.693
H  0.082  0.796  -2.895
H  1.124  2.619  -1.024
H  0.597  1.731  1.298

gap between HOMO and LUMO	9.7	eV
spin multiplicity	1
relative energy (zero: lowest compared OMol25 entry of this formula, charge and spin)	219.4	kJ/mol
SMILES	O=CCC1C=CC=C1

Atom charges from the Mulliken analysis, given in e for atoms 1 to 5: -0.470, -0.100, -0.826, 0.262, -0.595

# 3
Formula: C7H8O
Source: OMol25
Level of theory: ωB97M-V/def2-TZVPD

Cartesian coordinates (Å):
C  1.476  -2.147  0.492
O  1.557  -1.029  -0.232
C  0.594  -0.124  -0.201
C  0.688  1.131  -0.824
C  -0.356  2.054  -0.817
C  -1.526  1.770  -0.265
C  -1.731  0.561  0.376
C  -0.646  -0.422  0.412
H  2.447  -2.585  0.544
H  1.288  -1.843  1.714
H  0.702  -3.006  0.143
H  1.652  1.320  -1.201
H  -0.254  2.887  -1.183
H  -2.548  2.468  -0.410
H  -2.604  0.154  0.611
H  -0.740  -1.188  0.840

gap between HOMO and LUMO	9.6	eV
spin multiplicity	1
relative energy (zero: lowest compared OMol25 entry of this formula, charge and spin)	387.6	kJ/mol
SMILES	COc1ccccc1

Atom charges from the Mulliken analysis, given in e for atoms 1 to 5: -0.713, -0.379, 0.607, -0.475, -0.651